Formula: C35H39BF32N2O9S3
Source: OMol25
Level of theory: the ωB97M-V functional and the def2-TZVPD basis

Geometry as XYZ:
```
121
Properties=species:S:1:pos:R:3:lowdin_charge:R:1
C 7.7441 4.3381 0.3681 -0.183
H -0.3314 -2.8181 -1.8817 0.058
H -0.3560 2.0719 -0.3162 0.127
F -2.0352 8.6560 5.9778 0.097
F -0.0635 -7.5184 5.1295 0.103
F 1.9206 -5.0732 2.3084 0.073
H -0.1655 -7.9513 7.0665 0.176
H 7.3933 4.5320 -2.7048 0.124
H 2.6823 1.8026 0.5878 0.088
F -1.9338 -7.4948 6.2531 0.099
H -3.8104 -1.0182 0.1879 0.105
F -0.6100 5.9856 -6.3795 0.102
C 6.4361 3.0105 -1.4917 -0.150
F 0.3365 -6.5337 -1.9593 0.099
F 3.3129 -4.2873 4.4811 0.108
H 6.7490 2.0364 -1.1292 0.122
H -1.0653 7.0928 6.7607 0.175
C -1.6389 -5.8584 -4.8781 -0.300
H 6.3456 5.6558 -0.4742 0.115
F -1.1079 -5.1244 -3.8795 0.082
H -0.5588 1.0959 -1.7112 0.106
H -1.5862 -5.2876 -5.8091 0.175
C 4.3276 3.9260 -0.8483 -1.084
C 2.2057 2.0975 -0.3414 -0.459
H 1.7978 -0.0367 -0.5572 0.068
C -0.9463 -7.2163 -5.0303 -0.441
H 0.0092 -1.0867 -2.2389 0.073
N -2.0366 -1.5714 -1.7894 -0.055
H -3.8897 -2.5207 -1.7130 0.090
C -1.0553 -1.4727 1.9983 -0.124
C -1.6774 6.6959 4.7201 -0.541
F -0.9961 -4.9439 5.9494 0.147
H -2.6133 -2.1307 3.4544 0.046
H -0.8098 -2.1123 -3.3766 0.090
F -6.0286 4.2191 5.2862 0.091
S 3.3831 2.6043 -1.6249 0.882
F -1.5690 4.0631 -6.7597 0.102
O -1.5068 0.8364 1.1548 0.062
H -2.6535 4.7691 3.1136 0.148
H 0.6702 -8.1003 -6.0459 0.148
O 8.3914 4.4359 -0.8813 -0.122
C 1.6045 -4.5402 6.0392 -0.034
O -3.3761 -0.2960 -0.2753 0.150
H -1.8632 3.5254 4.0199 0.118
H 0.9999 -3.6359 5.9778 0.146
O -0.6372 1.8248 2.9914 0.196
H 5.8188 5.0278 1.1055 0.113
C -3.7154 4.0242 4.8901 -0.437
C 1.2857 -4.6582 3.4348 -0.319
H 5.8647 2.8071 -2.3865 0.086
C -2.6274 5.5511 -5.2459 -0.539
C -2.6443 1.8180 -4.1756 -0.307
F 1.6089 -5.1851 -4.1359 0.148
C -2.4397 4.4416 4.1304 -0.034
C -0.5759 1.0569 2.0949 -0.531
C -5.0215 4.7432 4.5446 -0.307
F -3.0337 6.8407 6.6616 0.102
H 0.1865 -3.3067 0.6014 -0.071
H -2.5965 -3.5565 -2.3217 0.076
C -1.8035 5.3675 -6.5216 -0.288
F 2.1684 -5.4586 -1.4770 0.094
C -2.8489 -2.7938 -1.6004 -0.029
O 0.5154 0.1945 1.9036 0.068
H -2.7097 -3.1710 -0.5870 0.092
C -3.8713 2.4401 -4.8453 -0.439
C 1.6698 -6.5161 -2.1552 -0.283
H -5.2699 4.6103 3.4879 0.172
C -0.7039 -1.8960 -2.3129 -0.072
S 3.5685 5.3561 -0.6288 0.694
F 0.1017 -5.3005 3.4671 0.092
C -1.7955 -1.9473 2.8225 0.187
H 7.8059 3.3430 0.8024 0.127
C 2.0048 -6.3721 -3.6401 -0.539
C 1.4109 0.9084 -0.9126 -0.244
N 5.6011 3.6562 -0.4491 -0.165
H 8.1982 5.0681 1.0241 0.125
O 1.5031 -7.4268 -4.3761 0.045
F -2.6282 7.0567 3.8393 0.149
F -1.5996 -7.8549 -6.0406 0.107
F -2.9441 -6.0549 -4.5739 0.096
S 0.9865 -2.2240 0.6052 0.923
F -3.7657 2.3497 -6.1884 0.134
C -1.9060 7.3145 6.1003 -0.288
C -0.8488 -0.0025 0.0981 -0.207
H -3.9792 4.1138 -3.4263 0.146
H 0.8118 -6.3727 -6.0429 0.146
H -5.3309 3.9111 -4.4925 0.148
H 2.0921 -7.4377 -1.7502 0.178
F -0.8854 -5.6546 7.9876 0.146
O -3.8599 4.9337 -5.3439 0.043
F -2.8631 6.8727 -5.1011 0.147
C 7.6603 3.8232 -1.9256 -0.176
F -1.1272 -7.9590 -3.9184 0.136
H 2.4890 -4.2595 6.6091 0.148
H -2.3295 5.7920 -7.3791 0.176
O 0.9875 -5.5336 6.8523 0.044
C -0.1095 1.1058 -0.7204 -0.068
H 1.6022 0.9288 -1.9830 0.076
F 3.3485 -6.4109 -3.7596 0.149
F -3.9225 2.7097 4.5928 0.104
H 1.5608 2.9383 -0.1219 0.064
C 2.1464 -4.9679 4.6598 -0.437
F 2.4626 -6.2809 4.6909 0.133
H 8.3282 3.1100 -2.4052 0.123
H -2.7607 1.7957 -3.0874 0.168
C 6.2959 4.7814 0.1694 -0.198
B -2.1002 -0.6710 -0.6852 -0.542
F -4.9672 6.0583 4.8230 0.098
F -1.9582 5.1572 -4.1482 0.152
C -0.3607 -5.8155 6.7536 -0.539
F -1.5087 2.4754 -4.4802 0.096
O -1.5384 5.3260 4.7945 0.047
C 0.5488 -7.2222 -5.4134 -0.036
H 1.1030 -3.5832 3.3435 0.144
C -0.0477 -0.8270 1.0942 -0.694
F -2.4867 0.5437 -4.6084 0.092
C -0.6031 -7.2671 6.3367 -0.287
C -4.2427 3.8866 -4.4588 -0.037
F -4.9304 1.6646 -4.4810 0.107
F -3.4871 4.0890 6.2197 0.132
F -0.5086 7.1834 4.2471 0.143
```

Computed properties:
Charge: 0
Orbital gap: 8.3 eV
Lowest unoccupied orbital energy: 0.00384 Eh
Spin multiplicity: 1